Molecular formula: C46H106O2S
Method: DFT, wB97M-V/def2-TZVPD

ORCA input file:
```
! wB97M-V def2-TZVPD RIJCOSX def2/J DEFGRID3
* xyz 0 1
O -24.27951 0.12697 -7.87396
S -24.91774 1.31596 -7.28449
O -24.63154 1.73484 -5.90489
C -25.02317 2.64012 -8.54878
C -26.41134 3.20072 -8.30553
C -27.30517 1.98249 -8.22541
C -26.75549 0.91126 -7.33010
H -24.89822 2.09614 -9.48504
H -24.19141 3.33726 -8.44740
H -26.38374 3.88308 -7.45598
H -26.66606 3.88081 -9.11834
H -27.40053 1.57423 -9.23156
H -28.33771 2.20982 -7.96029
H -26.87381 -0.10764 -7.69881
H -27.06871 0.77193 -6.29542
C -20.56019 -2.89935 -13.72426
C -22.13019 -2.99455 -13.86092
C -22.88078 -1.94666 -13.07111
C -24.24804 -2.22185 -12.52986
C -25.45804 -2.42378 -13.55195
C -26.66007 -3.10821 -12.86814
H -19.99049 -3.52506 -14.41130
H -20.31225 -3.26339 -12.72722
H -20.36097 -1.83642 -13.86067
H -22.41370 -2.95706 -14.91274
H -22.48718 -3.95363 -13.48569
H -22.83083 -0.99755 -13.60475
H -22.39025 -1.81543 -12.10661
H -24.25767 -3.14376 -11.94840
H -24.46780 -1.39391 -11.85583
H -25.73820 -1.42278 -13.88001
H -25.15910 -3.00453 -14.42456
H -26.69552 -2.86035 -11.80729
H -27.63199 -2.92224 -13.32519
H -26.48500 -4.18283 -12.91945
C -24.08423 -9.28040 -3.69788
C -25.46783 -8.88983 -4.28737
C -25.58479 -7.69124 -5.18085
C -25.25219 -6.40101 -4.42842
C -25.47590 -5.20320 -5.37625
C -24.68466 -5.35572 -6.71005
H -24.07779 -8.62959 -2.82352
H -23.22489 -9.05919 -4.33089
H -24.19229 -10.35038 -3.52014
H -25.78400 -9.81779 -4.76383
H -26.21041 -8.81124 -3.49332
H -26.64747 -7.66005 -5.42137
H -24.94658 -7.88372 -6.04325
H -25.98883 -6.34709 -3.62683
H -24.25901 -6.51878 -3.99503
H -26.51313 -4.98695 -5.63218
H -25.10154 -4.31789 -4.86229
H -24.84538 -4.52033 -7.39153
H -23.64626 -5.59084 -6.47646
H -24.97458 -6.27668 -7.21588
C -20.16994 0.44173 -1.55480
C -20.82994 1.72877 -2.26818
C -20.79834 3.06908 -1.43674
C -21.86853 4.10749 -1.68990
C -22.03269 5.26876 -0.71198
C -22.49729 4.69298 0.65647
H -19.09069 0.31255 -1.63631
H -20.72600 -0.41928 -1.92569
H -20.10432 0.46039 -0.46693
H -20.38598 1.93226 -3.24266
H -21.84939 1.43233 -2.51507
H -19.75796 3.39331 -1.46107
H -21.04359 2.70413 -0.43936
H -21.65952 4.52852 -2.67332
H -22.86602 3.70575 -1.86804
H -21.06773 5.76406 -0.60409
H -22.87436 5.94047 -0.88074
H -23.47416 4.24883 0.46529
H -21.89072 3.84617 0.97754
H -22.64174 5.43275 1.44387
C -30.67215 4.57421 -12.47416
C -31.93954 4.55055 -13.31534
C -33.27360 4.57275 -12.62176
C -33.82820 3.21280 -12.15626
C -34.50210 3.34713 -10.75836
C -34.99489 2.03319 -10.10730
H -30.49875 4.04721 -11.53591
H -30.58825 5.60495 -12.12973
H -29.81328 4.41045 -13.12503
H -31.83539 5.49261 -13.85364
H -31.86182 3.69718 -13.98899
H -33.99855 5.07836 -13.25967
H -33.21374 5.27202 -11.78778
H -34.54787 2.82355 -12.87646
H -33.08171 2.41984 -12.11072
H -33.73089 3.71091 -10.07938
H -35.35540 4.02116 -10.83360
H -35.57618 1.54897 -10.89199
H -34.28188 1.27979 -9.77248
H -35.62242 2.23774 -9.23985
C -25.52780 9.63142 -3.57144
C -25.46656 8.43033 -4.47736
C -26.00337 8.71029 -5.95743
C -27.48102 9.17096 -6.15537
C -27.68727 10.70095 -6.28486
C -26.88547 11.47153 -7.35063
H -24.95277 10.38957 -4.10308
H -24.87145 9.46017 -2.71822
H -26.41360 10.06103 -3.10359
H -24.49849 7.92938 -4.47667
H -26.16051 7.69159 -4.07638
H -25.67081 8.02110 -6.73365
H -25.31395 9.50469 -6.24328
H -27.85518 8.57852 -6.99031
H -28.05728 8.78671 -5.31372
H -28.73136 10.62523 -6.58855
H -27.59508 11.18761 -5.31391
H -26.55126 10.90723 -8.22124
H -27.46290 12.31589 -7.72712
H -26.11273 12.11435 -6.92901
C -30.21133 -4.45788 -7.34210
C -30.78479 -5.40970 -6.31000
C -32.06355 -4.91859 -5.66287
C -32.53353 -5.68381 -4.38880
C -31.45188 -5.57885 -3.32720
C -31.84237 -6.05814 -1.89059
H -30.54678 -4.63843 -8.36337
H -29.12806 -4.57870 -7.33907
H -30.45647 -3.42302 -7.10320
H -31.00150 -6.30569 -6.89167
H -29.97149 -5.64633 -5.62397
H -32.74656 -4.97253 -6.51062
H -31.86194 -3.92669 -5.25839
H -33.54322 -5.50085 -4.02118
H -32.64927 -6.74054 -4.62968
H -30.47825 -6.02997 -3.51865
H -31.23298 -4.51114 -3.34084
H -30.98371 -5.97324 -1.22457
H -32.62355 -5.36859 -1.57060
H -32.17000 -7.09669 -1.84402
C -19.70574 2.00825 -10.25286
C -18.94240 2.83214 -11.37019
C -19.57622 4.29725 -11.55110
C -19.01831 4.86880 -12.89847
C -19.10530 6.34494 -13.09149
C -18.31195 7.18032 -12.06232
H -19.78213 2.46192 -9.26470
H -19.19147 1.10022 -9.93809
H -20.70543 1.78676 -10.62660
H -17.86881 2.85381 -11.18302
H -19.02120 2.39238 -12.36443
H -19.43314 4.81514 -10.60273
H -20.66411 4.29136 -11.61870
H -17.99464 4.51809 -13.02955
H -19.52540 4.36180 -13.71940
H -18.70048 6.56507 -14.07931
H -20.17258 6.53474 -12.97752
H -17.30113 7.20488 -12.46941
H -18.61539 8.21918 -11.93276
H -18.26371 6.83913 -11.02822
*
```

Results
SMILES = O=S1(=O)CCCC1.CCCCCC.CCCCCC.CCCCCC.CCCCCC.CCCCCC.CCCCCC.CCCCCC
total energy = -2364.6978 a.u.
HOMO level = -10.09 eV
strongest force on any atom = 0.0652 Eh/bohr
frontier orbital gap = 10.294 eV
E_LUMO = 0.205 eV

Here are the Löwdin charges for atoms 1 to 2, given in e: -0.370, 0.731